[1]
Below is the ion C3H8N3 with charge +1 at a distorted geometry, with properties calculated with ωB97M-V/def2-TZVPD.

Last column: natural (NBO) charge in e.
Atoms and positions in Å:
C: 0.038 1.533 0.987  -0.35
C: 0.799 0.337 0.453  0.02
C: -0.851 -0.026 -2.220  -0.28
N: -0.703 1.537 -0.298  -0.12
N: -0.215 0.370 -0.605  -0.09
N: 1.179 -0.964 1.195  -0.73
H: -0.631 1.401 1.863  0.26
H: 0.608 2.454 1.348  0.27
H: -0.261 0.496 -2.910  0.23
H: -1.861 0.333 -2.104  0.24
H: -0.741 -1.098 -2.256  0.21
H: 2.030 -1.400 0.778  0.44
H: 0.487 -1.788 1.209  0.44
H: 1.560 -0.672 2.145  0.46

Output
**Energy relative to the best compared isomer or geometry (same formula, charge and spin)**: 614.0 kJ/mol
**HOMO-LUMO gap (alpha / beta)**: 8.3627 / 8.3593 eV
**LUMO (alpha / beta)**: -4.3 / -4.3 eV
**Charge**: +1

---

[2]
Below is the ion C3H8N3 with charge +1 at a distorted geometry, with properties calculated with ωB97M-V/def2-TZVPD.

Last column: natural (NBO) charge in e.
Atoms and positions in Å:
C: -2.183 0.041 -1.848  0.15
N: -1.510 -0.155 -0.814  -0.40
C: -0.562 -0.286 0.058  0.67
N: -0.545 -1.031 1.172  -0.74
N: 0.991 0.372 -0.231  -0.57
C: 1.935 0.614 0.803  -0.43
H: -1.716 -0.370 -2.739  0.21
H: -3.079 0.538 -1.829  0.21
H: -1.204 -1.801 1.285  0.43
H: 0.359 -1.255 1.546  0.42
H: 1.028 1.247 -0.694  0.39
H: 1.943 -0.222 1.446  0.18
H: 1.585 1.324 1.529  0.20
H: 2.958 0.985 0.316  0.26

Output
**Energy relative to the best compared isomer or geometry (same formula, charge and spin)**: 373.1 kJ/mol
**HOMO-LUMO gap**: 8.8103 eV
**LUMO**: -5.2 eV
**Charge**: +1
**SMILES string**: C=N/C(N)=[NH+]/C

---

[3]
Below is a cluster of 2 separate species, C3H8N3O in total at a distorted geometry, with properties calculated with ωB97M-V/def2-TZVPD.

Last column: natural (NBO) charge in e.
Atoms and positions in Å:
C: -1.803 1.143 -0.344  0.23
C: -2.674 -0.744 0.005  0.25
C: 2.531 -0.083 0.547  -0.28
N: -2.933 0.523 -0.103  -0.41
N: -0.778 0.253 -0.269  -0.32
N: -1.310 -0.951 -0.066  -0.33
O: 1.803 0.084 -0.720  -0.73
H: -1.821 2.195 -0.471  0.25
H: 2.269 0.860 -1.065  0.50
H: -3.316 -1.615 0.444  0.27
H: 3.615 -0.400 0.298  0.22
H: 2.045 -0.899 1.123  0.20
H: 2.562 0.880 1.042  0.20
H: 0.326 0.364 -0.579  0.48
H: -0.516 -1.611 0.158  0.47

Output
**Energy relative to the best compared isomer or geometry (same formula, charge and spin)**: 215.9 kJ/mol
**HOMO-LUMO gap**: 11.8637 eV
**LUMO**: -3.8 eV
**Charge**: +1

---

[4]
Below is a cluster of 2 separate species, C3H8N3OS in total at a distorted geometry, with properties calculated with ωB97M-V/def2-TZVPD.

Last column: natural (NBO) charge in e.
Atoms and positions in Å:
C: -0.755 1.073 -0.030  0.51
C: 2.258 -0.898 -0.349  0.24
C: -0.521 -0.005 0.761  -0.29
N: -0.466 2.396 0.132  -0.82
N: 1.614 -1.887 -0.616  -0.78
N: -0.865 -1.402 0.351  -0.69
O: -1.502 0.697 -1.157  -0.69
S: 2.911 0.507 -0.179  0.16
H: -0.145 0.250 1.707  0.22
H: 0.079 2.549 1.004  0.42
H: -0.187 2.898 -0.715  0.42
H: 0.098 -1.970 0.185  0.46
H: 1.914 -2.800 -0.297  0.44
H: -1.298 -1.242 -0.511  0.46
H: -1.360 -1.731 1.155  0.44
H: -1.775 1.567 -1.439  0.50

Output
**Energy relative to the best compared isomer or geometry (same formula, charge and spin)**: 86.7 kJ/mol
**HOMO-LUMO gap**: 9.4032 eV
**LUMO**: -3.4 eV
**Charge**: +1

---

[5]
Below is an isolated molecule of C3H8N4 at a distorted geometry, with properties calculated with ωB97M-V/def2-TZVPD.

Last column: natural (NBO) charge in e.
Atoms and positions in Å:
C: -0.476 0.461 -1.388  -0.65
C: 0.230 0.246 -0.053  0.28
C: -0.804 0.254 1.187  -0.64
N: 1.187 1.298 0.112  -0.31
N: 2.381 0.926 0.163  0.05
N: 2.566 -0.345 0.038  -0.29
N: 1.341 -1.152 -0.173  -0.53
H: -0.609 1.572 -1.326  0.24
H: -1.351 -0.124 -1.414  0.21
H: 0.116 0.120 -2.257  0.23
H: -0.325 -0.337 2.069  0.22
H: -1.735 -0.186 1.017  0.21
H: -0.999 1.330 1.378  0.24
H: 3.435 -0.692 -0.364  0.40
H: 1.122 -1.799 0.616  0.35

Output
**Energy relative to the best compared isomer or geometry (same formula, charge and spin)**: 403.2 kJ/mol
**HOMO-LUMO gap**: 9.6427 eV
**LUMO**: 1.0 eV
**Charge**: 0
**SMILES string**: CC1(C)N=NNN1

---

[6]
Below is a cluster of 2 separate species, C3H8N4 in total at a distorted geometry, with properties calculated with ωB97M-V/def2-TZVPD.

Last column: natural (NBO) charge in e.
Atoms and positions in Å:
C: -0.782 -0.221 0.454  0.15
C: -1.206 -1.605 0.222  -0.67
C: 0.636 1.519 1.368  -0.43
N: 1.335 -0.391 -2.050  0.26
N: 2.298 -0.939 -1.936  -0.06
N: 0.259 0.114 -1.949  -0.56
N: 0.139 0.132 1.214  -0.46
H: -1.324 0.429 -0.322  0.13
H: -0.516 -2.282 0.847  0.23
H: -1.217 -1.810 -0.877  0.24
H: -2.270 -1.695 0.664  0.23
H: -0.120 2.300 1.737  0.20
H: 1.512 1.570 1.990  0.21
H: 0.952 1.850 0.291  0.16
H: 0.303 1.028 -1.654  0.37

Output
**Energy relative to the best compared isomer or geometry (same formula, charge and spin)**: 389.4 kJ/mol
**HOMO-LUMO gap**: 10.2157 eV
**LUMO**: 1.0 eV
**Charge**: 0